[1]
This record from the OMol25 dataset describes one molecule with the formula C4H8N4O at a distorted geometry. The level of theory is ωB97M-V/def2-TZVPD.

```
17
Properties=species:S:1:pos:R:3:forces:R:3
C -3.165 0.120 0.094 1.19 -0.71 0.33
N -1.828 -0.383 -0.295 0.09 -0.75 0.37
N -0.842 0.625 -0.250 1.79 0.33 0.37
C 0.397 0.295 -0.006 -1.67 -0.21 -0.23
C 1.092 -1.001 0.381 -0.40 -0.32 -0.72
O 2.326 -1.135 -0.331 0.14 -0.10 0.10
C 3.121 -0.056 -0.163 -0.65 0.84 -0.15
N 2.663 1.123 0.002 1.90 -0.90 0.10
N 1.334 1.285 0.016 -0.58 0.00 0.00
H -3.933 -0.498 -0.378 0.13 0.06 0.23
H -3.283 1.147 -0.171 -0.18 0.85 -0.44
H -3.208 0.065 1.186 -0.35 -0.11 -0.16
H -1.826 -0.706 -1.247 -0.29 -0.10 -0.31
H 0.567 -1.914 0.136 -0.47 0.15 0.16
H 1.318 -0.949 1.437 -0.08 -0.09 0.45
H 4.176 -0.238 -0.253 0.18 0.01 0.01
H 1.090 2.220 -0.158 -0.75 1.05 -0.12
```
Forces are in eV/Å.

The value obtained for the LUMO energy is 0.93 eV. The value obtained for the molar mass is 128.13 g mol⁻¹. As for the structure (SMILES): CN/N=C1\COC=NN1. Its spin multiplicity is 1. The HOMO energy comes out at -7.820 eV. The value obtained for the calculated total energy is -451.3848 Eh. The calculation puts the energy relative to the best compared isomer or geometry (same formula, charge and spin) at 350.3 kJ/mol.

---

[2]
This record from the OMol25 dataset describes an isolated ion of composition C4H8N8 and charge +2 at a distorted geometry. The level of theory is ωB97M-V/def2-TZVPD.

```
20
Properties=species:S:1:pos:R:3:forces:R:3
C -2.247 0.541 -0.944 -1.73 -3.97 0.80
N -0.987 1.127 -0.698 1.95 -0.03 0.31
C -0.654 2.364 -0.994 -0.57 0.18 0.94
N 0.665 2.575 -0.792 0.00 -0.73 0.36
N 1.150 1.455 -0.386 1.88 0.63 -0.15
N 0.246 0.524 -0.290 -1.67 0.95 -0.72
N 0.607 -0.789 -0.072 -0.45 -1.09 -2.79
C 0.956 -1.808 -1.031 -0.53 2.51 1.77
N 1.628 -2.683 -0.397 0.54 -1.76 -1.68
N 1.780 -2.340 0.847 -0.25 0.49 1.22
N 1.180 -1.239 1.043 0.53 -0.06 0.21
C 1.015 -0.625 2.320 1.52 0.83 0.99
H -2.450 -0.325 -0.122 0.19 2.25 -2.01
H -3.018 1.309 -0.963 0.05 0.00 0.47
H -2.244 0.093 -1.964 0.02 0.06 0.74
H -1.439 3.122 -1.166 0.75 -0.38 -0.37
H 0.709 -1.699 -2.041 -0.33 -0.18 -1.37
H 0.431 -1.400 2.867 -0.06 1.31 0.20
H 2.103 -0.585 2.779 -2.35 0.37 -0.72
H 0.569 0.384 2.003 0.52 -1.41 1.83
```
Forces are in eV/Å.

The value obtained for the LUMO energy is -9.85 eV. The value obtained for the molar mass is 168.16 g mol⁻¹. As for the structure (SMILES): C[n+]1cnnn1-n1cnn[n+]1C. Its spin multiplicity is 1. The HOMO energy comes out at -20.198 eV. The value obtained for the calculated total energy is -594.3491 Eh. The calculation puts the energy relative to the best compared isomer or geometry (same formula, charge and spin) at 0.0 kJ/mol. Its charge is +2.

---

[3]
This record from the OMol25 dataset describes a 2-piece molecular cluster, C4H10NO3 overall at a distorted geometry. The level of theory is ωB97M-V/def2-TZVPD.

```
18
Properties=species:S:1:pos:R:3:forces:R:3
C -0.739 1.632 0.690 -0.45 0.04 -5.23
N -0.915 0.360 0.267 0.27 -1.25 1.16
C -1.183 0.091 -1.119 1.11 -2.54 -2.10
C -0.631 -0.742 1.172 0.41 0.83 1.29
C 0.872 -1.293 1.119 0.62 0.69 2.64
O 1.108 -2.083 0.115 -0.21 -1.13 -1.06
O -0.762 2.527 -0.135 0.04 0.58 1.04
H -0.584 1.698 1.680 0.61 0.72 3.93
H -0.251 -0.276 -1.752 -1.83 1.06 1.42
H -1.849 -0.767 -1.185 -0.12 -0.29 0.32
H -1.705 0.822 -1.710 0.19 0.95 0.49
H -0.677 -0.474 2.304 -0.37 0.02 -2.13
H -1.284 -1.560 0.972 -0.53 -0.58 -0.05
H 1.103 -1.728 2.164 -0.69 -0.01 -1.31
H 1.466 -0.384 1.097 0.29 0.65 -0.25
H 1.321 0.271 -1.062 -1.62 1.96 2.47
H 1.851 -1.008 -1.438 0.18 -0.38 -0.14
O 1.791 -0.099 -1.744 2.10 -1.31 -2.50
```
Forces are in eV/Å.

The value obtained for the LUMO energy (spin up / spin down) is 0.59 / -2.57 eV. The value obtained for the molar mass is 120.13 g mol⁻¹. Its spin multiplicity is 2. The HOMO energy (spin up / spin down) comes out at -9.688 / -9.828 eV. The expectation value of S² is 0.76. The value obtained for the calculated total energy is -438.7660 Eh. The calculation puts the energy relative to the best compared isomer or geometry (same formula, charge and spin) at 214.2 kJ/mol.